Entry from OMol25: a molecular structure, C27H28N7O3SeTcTe at a distorted geometry (ωB97M-V/def2-TZVPD).

Values from the calculation:
- F_max (eV/Å) = 1.56
- ⟨S²⟩ = 3.767
- charge = +3
- electronic energy (eV) = -119840.9197
- HOMO-LUMO gap (spin up / spin down) (eV) = 7.7 / 5.1
- multiplicity = 4

Last column: Löwdin charge in e.
Geometry (Å):
1 Tc 0.61 -0.18 -0.69  1.524
2 Se 2.67 -7.52 -1.43  1.276
3 N 1.82 -6.64 -0.17  -0.208
4 C 1.70 -5.39 -0.57  -0.334
5 C 1.04 -4.36 0.19  -0.058
6 C 0.41 -4.58 1.42  0.059
7 C -0.21 -3.52 2.05  -0.002
8 C -0.16 -2.26 1.46  -0.094
9 N 0.43 -2.02 0.30  -0.037
10 C 1.02 -3.07 -0.34  -0.127
11 C 1.58 -2.78 -1.64  -0.126
12 N 1.45 -1.50 -2.09  -0.048
13 C 1.92 -1.20 -3.30  -0.075
14 C 2.54 -2.13 -4.12  0.010
15 C 2.70 -3.43 -3.67  0.073
16 C 2.20 -3.77 -2.41  -0.057
17 C 2.28 -5.10 -1.85  -0.331
18 N 2.84 -6.12 -2.46  -0.209
19 H 0.41 -5.58 1.84  0.140
20 H -0.71 -3.66 2.99  0.122
21 H -0.60 -1.41 1.95  0.079
22 H 1.81 -0.17 -3.63  0.106
23 H 2.90 -1.83 -5.09  0.132
24 H 3.18 -4.19 -4.27  0.142
25 C -3.76 -0.60 5.18  -0.354
26 Te -3.02 0.31 3.41  1.671
27 C -4.38 -0.76 2.15  -0.324
28 H -4.83 -0.42 5.23  0.038
29 H -3.27 -0.17 6.04  0.024
30 H -3.58 -1.68 5.13  0.033
31 H -4.91 -1.50 2.75  0.028
32 H -3.84 -1.23 1.33  0.020
33 H -5.08 -0.03 1.75  0.032
34 O -1.02 2.75 2.71  0.008
35 C -1.96 3.06 1.79  -0.329
36 C -2.69 4.23 1.99  0.015
37 C -3.67 4.61 1.10  -0.017
38 C -3.95 3.82 -0.02  -0.047
39 C -3.24 2.67 -0.25  -0.010
40 C -2.23 2.26 0.64  -0.133
41 C -1.38 1.13 0.25  -0.590
42 O -1.57 0.40 -0.76  -0.065
43 O -0.29 0.87 0.92  -0.195
44 H -0.45 2.06 2.34  0.070
45 H -2.45 4.83 2.86  0.137
46 H -4.21 5.53 1.26  0.129
47 H -4.72 4.13 -0.72  0.121
48 H -3.43 2.07 -1.13  0.127
49 C 3.68 0.49 3.29  -0.060
50 C 4.11 0.93 1.87  -0.171
51 C 3.16 0.46 0.89  -0.076
52 N 2.40 0.08 0.13  0.060
53 H 4.37 0.91 4.01  0.094
54 H 3.69 -0.59 3.38  0.087
55 H 2.68 0.86 3.52  0.077
56 H 5.10 0.54 1.64  0.143
57 H 4.15 2.02 1.80  0.139
58 C 1.50 4.44 -3.42  0.012
59 N 0.63 3.26 -3.49  -0.157
60 C -0.31 3.18 -4.62  0.011
61 C 0.70 2.30 -2.64  -0.179
62 N 0.76 1.43 -1.86  0.048
63 H 2.22 4.42 -4.23  0.108
64 H 2.02 4.48 -2.47  0.102
65 H 0.88 5.33 -3.53  0.106
66 H 0.24 3.05 -5.55  0.107
67 H -0.88 4.11 -4.68  0.105
68 H -1.00 2.35 -4.48  0.101